No. 1
{
  "formula": "C34H27N5PReSSe2",
  "method": "ωB97M-V/def2-TZVPD",
  "multiplicity": 4,
  "de_lowest_kcal_mol": 0.0,
  "e_homo_ha": [-0.357, -0.378],
  "charge": 1,
  "s_squared": 3.88,
  "lumo_energy_ev": [-3.660, -4.816],
  "symbols": ["Re", "Se", "Se", "S", "P", "N", "N", "N", "N", "N", "C", "C", "C", "C", "C", "C", "C", "C", "C", "C", "C", "C", "C", "C", "C", "C", "C", "C", "C", "C", "C", "C", "C", "C", "C", "C", "C", "C", "C", "C", "C", "C", "C", "C", "H", "H", "H", "H", "H", "H", "H", "H", "H", "H", "H", "H", "H", "H", "H", "H", "H", "H", "H", "H", "H", "H", "H", "H", "H", "H", "H"],
  "xyz": [[-0.52645, 1.07968, 0.15447], [1.77277, 0.14751, -0.86417], [-1.44084, -1.23364, -0.48386], [1.34510, 2.71720, -2.16960], [0.52051, -1.59314, -1.36972], [-3.07794, 2.49414, 0.44422], [0.53964, 2.94503, 0.40207], [-1.80032, 1.83666, -1.41808], [-0.21018, 0.50109, 2.08869], [-2.14395, 1.83185, 1.04363], [-3.77198, 2.80063, -3.10710], [-2.15757, 1.25427, 5.14115], [1.25878, 3.48901, -0.61097], [1.12405, -5.26065, 0.27758], [-3.89146, 2.96821, -1.75141], [0.18666, -2.11556, -5.89882], [2.67624, -3.24193, -0.84698], [3.27400, -4.41043, -0.40242], [0.68758, -0.54429, 2.49194], [-0.55382, -2.63916, -3.67236], [0.40042, -1.75871, -3.15977], [1.24187, -1.05561, -4.01555], [0.51127, 3.57850, 1.59353], [1.92883, 4.70089, -0.42829], [-1.71115, 1.65378, -2.75363], [2.05333, -0.30705, 2.55529], [-2.21802, 1.70056, 2.44004], [1.13477, 4.78014, 1.81952], [1.06411, -2.82618, 3.15737], [2.49724, -5.41862, 0.15623], [2.92556, -1.33326, 2.89446], [-2.90066, 2.44594, -0.91524], [-2.66944, 2.10784, -3.61999], [-3.19205, 2.03223, 4.58899], [-1.15958, 0.71580, 4.36253], [-3.22163, 2.26144, 3.23686], [-0.65533, -2.81672, -5.04185], [1.13104, -1.23829, -5.38931], [0.19259, -1.80592, 2.80394], [0.51789, -4.08851, -0.15435], [-1.17152, 0.93590, 2.97366], [2.43441, -2.59751, 3.18751], [1.84975, 5.35955, 0.77930], [1.29584, -3.08487, -0.72489], [-4.73452, 3.46864, -1.29613], [-2.55265, 1.93672, -4.68054], [-0.83070, 1.13850, -3.10888], [3.11400, -3.39795, 3.45191], [4.34651, -4.53406, -0.49063], [0.67192, -3.80669, 3.39869], [-2.14121, 1.08060, 6.21056], [2.50929, 5.09652, -1.25072], [2.35971, 6.30383, 0.91906], [2.96803, -6.33070, 0.50228], [3.99103, -1.14015, 2.93637], [-1.39500, -3.49712, -5.44296], [-0.87688, -1.97977, 2.76176], [2.42697, 0.68574, 2.33486], [-4.00170, 2.84824, 2.77048], [-4.53335, 3.18922, -3.77248], [1.78335, -0.69195, -6.05821], [-1.22049, -3.17406, -3.00477], [-3.96088, 2.44519, 5.22860], [3.28295, -2.45465, -1.28007], [1.97628, -0.36675, -3.61728], [1.06462, 5.24481, 2.79251], [-0.04608, 3.09110, 2.37964], [0.52238, -6.04482, 0.72021], [-0.36608, 0.12592, 4.80169], [0.10135, -2.25382, -6.96902], [-0.54917, -3.95031, -0.03152]]
}



No. 2
{
  "formula": "CH38N2O17",
  "method": "ωB97M-V/def2-TZVPD",
  "e_homo_ha": -0.358,
  "charge": 0,
  "lumo_energy_ev": -0.126,
  "symbols": ["O", "O", "O", "O", "O", "O", "O", "O", "O", "O", "O", "O", "O", "O", "O", "O", "O", "N", "N", "C", "H", "H", "H", "H", "H", "H", "H", "H", "H", "H", "H", "H", "H", "H", "H", "H", "H", "H", "H", "H", "H", "H", "H", "H", "H", "H", "H", "H", "H", "H", "H", "H", "H", "H", "H", "H", "H", "H"],
  "xyz": [[-1.69062, -3.66278, 2.65998], [1.67029, -0.84416, -2.96336], [1.21465, 1.29907, 2.86083], [-2.70969, 0.86712, -1.27626], [-0.69280, -2.35999, -2.73406], [4.62504, 0.26818, 0.88664], [-0.67917, 0.52811, -3.36003], [3.82651, 0.47592, -2.19051], [2.63637, 2.76419, 0.36383], [0.24779, 0.15362, -1.08440], [0.73913, -3.06292, 2.24618], [-0.85628, 2.64020, 0.83850], [-0.37208, 2.98302, -2.18191], [-0.72982, -1.96046, 0.31787], [0.53502, 3.94597, 2.72152], [2.10945, -1.64974, -0.45924], [-2.86502, -1.90121, -1.15460], [-3.22381, 0.86896, 1.33877], [-2.07322, -0.53453, 2.85595], [-3.26343, 0.04044, 2.34540], [2.00800, -1.19038, -2.12390], [4.59952, -0.03726, -2.25070], [0.73327, -3.90476, 1.77061], [-4.01765, 1.40165, 1.08461], [0.74957, 0.76545, 3.52787], [-1.23705, -0.21969, 2.29719], [-1.30850, 2.97785, 0.06724], [4.30248, 1.09506, 1.26603], [-2.67180, -0.09592, -1.24294], [1.14171, 4.38678, 2.11116], [1.93583, 2.18736, 0.10896], [-4.00271, -0.19040, 3.02983], [0.48945, 1.06683, -0.86583], [0.07132, -2.50202, 1.69721], [0.03611, -2.66628, -2.19539], [-0.26480, 3.75494, -2.77817], [-1.60590, -2.31848, 0.06265], [2.85230, -2.26932, -0.35779], [0.12319, -0.27761, -0.16236], [-1.36049, -4.28380, 1.97100], [2.31019, -0.96289, 0.17402], [-3.81400, -1.89416, -1.30346], [0.97872, 2.21907, 2.95486], [-1.48183, 0.07289, -3.55007], [3.17947, 0.21040, -2.82829], [-0.70650, 2.10804, -2.52305], [-2.03677, 1.08469, -0.65925], [-0.27037, -2.05365, -0.48456], [-1.56056, 2.16081, 1.28984], [1.12705, -0.05891, -2.64022], [-0.62179, 0.52745, -2.35071], [-2.49292, -2.36269, -1.94377], [5.28100, 0.43285, 0.17834], [-0.33339, -1.87194, -3.49749], [2.34791, 3.53345, -0.12998], [-0.78560, -3.53400, 3.14316], [-0.07810, 3.41520, 2.18298], [-2.06466, -1.56555, 2.93924]]
}



No. 3
{
  "formula": "C16H32N4NiSSi2Te",
  "method": "ωB97M-V/def2-TZVPD",
  "multiplicity": 3,
  "e_homo_ha": [-0.523, -0.536],
  "charge": 2,
  "s_squared": 2.01,
  "lumo_energy_ev": [-6.943, -7.572],
  "symbols": ["Te", "Ni", "S", "Si", "Si", "N", "N", "N", "N", "C", "C", "C", "C", "C", "C", "C", "C", "C", "C", "C", "C", "C", "C", "C", "C", "H", "H", "H", "H", "H", "H", "H", "H", "H", "H", "H", "H", "H", "H", "H", "H", "H", "H", "H", "H", "H", "H", "H", "H", "H", "H", "H", "H", "H", "H", "H", "H"],
  "xyz": [[-2.28378, 2.52300, 0.38798], [-0.44991, 0.96006, -0.59600], [-1.62145, -0.96102, -1.10965], [-5.32987, 1.28762, -0.22875], [-0.98595, 2.37067, 3.64733], [-0.91195, -3.29525, -0.12199], [1.18499, 2.17612, -0.54884], [0.93481, -0.30511, 0.12684], [0.56918, -1.60696, 0.30297], [-1.98866, 0.82898, 3.95234], [2.40057, 4.22022, -0.69862], [2.28009, 1.57089, -0.04183], [-6.03235, 3.00985, -0.20253], [-0.59602, -2.01801, -0.25701], [0.73863, 1.86656, 3.11199], [1.24703, 3.46598, -0.86857], [3.31239, -0.68563, 0.68701], [-3.86623, 1.23972, 1.00330], [3.51939, 3.60716, -0.17086], [-4.63342, 0.85885, -1.91059], [3.45903, 2.25638, 0.16215], [2.13482, 0.12123, 0.26377], [-6.55238, 0.01448, 0.35292], [-1.72573, 3.40977, 2.23890], [-0.94387, 3.48684, 5.13093], [-1.53750, 0.26359, 4.77154], [4.43468, 4.16327, -0.02008], [-3.86829, 1.56961, -2.23908], [-1.76616, -3.63483, -0.53648], [0.34776, 3.90884, -1.27859], [-3.45406, 0.23827, 1.11901], [1.27996, 1.41754, 3.94771], [-0.32319, -3.96569, 0.34847], [-1.94880, 3.79935, 5.42118], [4.17110, -0.45926, 0.05635], [3.14244, -1.75785, 0.63020], [-0.35498, 4.38699, 4.94404], [-2.01774, 0.17630, 3.07615], [-1.02786, 4.20825, 1.97245], [-6.11895, -0.98759, 0.36971], [-6.88841, 3.07826, -0.87722], [-3.01675, 1.04964, 4.24486], [-7.41732, -0.01216, -0.31342], [-0.50005, 2.97299, 5.98640], [0.66825, 1.11901, 2.31905], [-4.20652, -0.14665, -1.92306], [-5.30940, 3.76252, -0.52509], [-6.91865, 0.24175, 1.35578], [-2.64675, 3.90610, 2.55441], [4.32464, 1.75891, 0.57510], [1.32402, 2.71565, 2.75009], [2.40538, 5.26355, -0.97969], [-6.38480, 3.27974, 0.79524], [-4.15239, 1.60729, 1.99067], [3.57764, -0.43280, 1.71689], [1.20638, -2.25546, 0.74318], [-5.42173, 0.88121, -2.66576]]
}



No. 4
{
  "formula": "C6H10O",
  "method": "ωB97M-V/def2-TZVPD",
  "de_lowest_kcal_mol": 22.9,
  "smiles": "C=C(O)/C=C/CC",
  "e_homo_ha": -0.309,
  "charge": 0,
  "lumo_energy_ev": 0.894,
  "symbols": ["O", "C", "C", "C", "C", "C", "C", "H", "H", "H", "H", "H", "H", "H", "H", "H", "H"],
  "xyz": [[-2.10392, -0.21607, -0.67825], [2.88626, -0.95422, -0.77677], [0.68004, 0.26850, -0.51612], [-0.10090, 0.29042, 0.55752], [-1.54664, 0.18649, 0.52246], [2.18205, 0.39684, -0.55925], [-2.29604, 0.30468, 1.64148], [-2.98587, -0.52468, -0.41426], [3.95870, -0.78470, -0.65716], [-1.67517, 0.62474, 2.46493], [2.50660, 1.07268, -1.34867], [0.29609, 0.54948, 1.53511], [2.60071, -1.76868, -0.12763], [2.49012, 0.85882, 0.38577], [2.77412, -1.28178, -1.81437], [0.20615, 0.37968, -1.49179], [-3.36748, 0.19113, 1.60556]]
}



No. 5
{
  "formula": "C18H52I2NbO6",
  "method": "ωB97M-V/def2-TZVPD",
  "e_homo_ha": -0.181,
  "charge": -1,
  "lumo_energy_ev": 1.681,
  "symbols": ["I", "I", "Nb", "O", "O", "O", "O", "O", "O", "C", "C", "C", "C", "C", "C", "C", "C", "C", "C", "C", "C", "C", "C", "C", "C", "C", "C", "H", "H", "H", "H", "H", "H", "H", "H", "H", "H", "H", "H", "H", "H", "H", "H", "H", "H", "H", "H", "H", "H", "H", "H", "H", "H", "H", "H", "H", "H", "H", "H", "H", "H", "H", "H", "H", "H", "H", "H", "H", "H", "H", "H", "H", "H", "H", "H", "H", "H", "H", "H"],
  "xyz": [[-9.58366, -0.67684, -0.47325], [-4.23679, 1.00975, 0.23877], [-8.45271, 4.83525, -0.29256], [11.17646, -3.12050, 3.42902], [0.18237, 0.60067, 0.30990], [7.74582, -0.93526, 3.36710], [-7.19417, -3.50177, -0.72973], [3.15711, -2.17214, 0.74901], [6.73674, -0.61126, -2.61180], [-0.11011, -0.75570, 0.63927], [-9.78903, 2.10559, -1.76392], [11.13259, -1.96999, 2.58750], [-0.86132, -1.46461, -0.46948], [-5.33154, 3.89142, -0.28952], [3.73774, -0.87459, 0.87553], [6.60008, -2.62367, 4.72279], [-9.89067, 3.62955, -1.56335], [-4.42993, 2.81492, -0.91655], [6.17252, 0.49717, -3.30323], [5.24158, -0.88896, 0.70608], [4.74827, 0.78946, -2.87349], [-5.69937, -2.66937, -2.47830], [7.82799, -2.24735, 3.91824], [-6.78058, -3.65573, -2.08037], [11.34338, -2.30171, 1.12395], [-6.44266, 4.38821, -1.23350], [-10.18722, 1.38168, -0.48935], [12.33503, -2.73076, 0.95759], [-1.07934, -2.49935, -0.20000], [3.45952, -0.42391, 1.83459], [3.51546, -2.73814, 1.43808], [-7.31545, 5.56866, 0.96171], [-4.83319, -2.77052, -1.82470], [4.35773, 1.66612, -3.39222], [0.85333, -1.22906, 0.82306], [5.72451, -1.48007, 1.48772], [6.19784, -1.38530, -2.79907], [3.25901, -0.28216, 0.09487], [-6.64988, 3.64531, -2.02446], [6.82454, 1.33781, -3.06351], [10.59690, -3.02157, 0.78768], [-1.80346, -0.94587, -0.65553], [6.22166, 0.34371, -4.38726], [-8.76762, 1.82832, -2.04856], [5.70085, -2.54373, 4.11068], [-8.46927, 3.56568, 1.05092], [-11.26653, 1.31866, -0.36252], [-9.72342, 1.82399, 0.39097], [-9.63830, 5.71542, 0.80674], [-10.91283, 3.87294, -1.22465], [11.25853, -1.40455, 0.50965], [-5.38352, -2.83526, -3.51006], [7.94090, -2.90548, 3.05583], [-6.06690, -1.64417, -2.39710], [-8.57897, 6.52354, -1.05634], [-10.43833, 1.74471, -2.57542], [11.86533, -1.22583, 2.91980], [12.04145, -3.52922, 3.33810], [7.65633, -0.30718, 4.08946], [6.68059, -3.64648, 5.09328], [-4.80283, 2.46161, -1.87635], [10.14224, -1.54308, 2.73817], [-6.10165, 5.30163, -1.74020], [8.73267, -2.35410, 4.52482], [-9.77337, 4.12552, -2.54705], [4.70496, 0.97360, -1.79996], [-6.41438, -4.68142, -2.15401], [-4.68943, 4.73998, -0.03301], [5.65281, 0.11989, 0.76565], [6.48290, -1.96381, 5.58582], [4.09017, -0.05233, -3.10161], [-5.73121, 3.53946, 0.66420], [-7.63779, -3.56514, -2.75858], [-0.69054, -0.79783, 1.56844], [-0.27970, -1.45773, -1.39248], [-3.39388, 3.13005, -1.03634], [5.51159, -1.30581, -0.26389], [-0.65930, 1.04778, 0.16742], [-7.51868, -2.59866, -0.63919]]
}



No. 6
{
  "formula": "C4H14N3",
  "method": "ωB97M-V/def2-TZVPD",
  "de_lowest_kcal_mol": 20.1,
  "e_homo_ha": -0.545,
  "charge": 1,
  "lumo_energy_ev": -3.188,
  "symbols": ["N", "N", "N", "C", "C", "C", "C", "H", "H", "H", "H", "H", "H", "H", "H", "H", "H", "H", "H", "H", "H"],
  "xyz": [[-0.44559, 1.57122, 0.59398], [-1.49471, -0.45449, 0.17115], [-0.31329, 0.63953, -1.50780], [-0.78895, 0.63743, -0.26998], [1.21031, -1.37955, 1.95722], [0.36017, 1.78887, -2.13145], [1.23913, -2.51531, 0.88020], [2.15324, -1.36197, 2.49973], [-1.08790, -1.04992, 0.86535], [0.20108, 2.28523, 0.31752], [-0.75871, -0.01284, -2.14527], [2.25645, -2.88735, 0.73270], [1.12741, -2.03385, -0.09028], [1.04395, -0.43627, 1.44954], [0.37556, 1.65685, -3.20499], [0.52859, -3.29715, 1.10879], [-0.20451, 2.72444, -2.01724], [-2.38503, -0.58342, -0.27392], [0.46570, -1.55127, 2.73300], [-0.89634, 1.63853, 1.49305], [1.28708, 1.92968, -1.57893]]
}



No. 7
{
  "formula": "C5H19NO6",
  "method": "ωB97M-V/def2-TZVPD",
  "de_lowest_kcal_mol": 75.1,
  "smiles": "CC[C@@H](C=O)NCO.O.O.O.O",
  "e_homo_ha": -0.354,
  "charge": 0,
  "lumo_energy_ev": 0.256,
  "symbols": ["O", "O", "O", "O", "O", "O", "N", "C", "C", "C", "C", "C", "H", "H", "H", "H", "H", "H", "H", "H", "H", "H", "H", "H", "H", "H", "H", "H", "H", "H", "H"],
  "xyz": [[-1.23830, -1.07372, 1.61132], [-1.80509, 1.51304, 2.87078], [-2.46986, -2.63171, -1.08795], [0.08533, -3.23719, -1.77583], [-0.61289, 2.10708, -1.87054], [-2.85482, 1.43927, 0.08466], [0.10281, -0.00368, 0.01251], [0.36144, 2.19354, -1.13370], [-0.01744, -0.38940, 1.46069], [2.32381, 1.07493, -0.55903], [2.87538, -0.37551, -0.48738], [0.79228, 1.23129, -0.11714], [-2.35545, 1.86257, -0.63463], [2.91175, 1.56848, 0.21646], [-1.06192, -2.02349, 1.55465], [-2.38911, -2.01779, -0.34868], [2.62622, 1.51545, -1.51627], [0.84467, -0.88623, 1.88225], [-1.57650, -2.70817, -1.47693], [-1.69327, 1.45222, 1.92274], [3.89779, -0.41727, -0.85403], [-2.67539, 1.18472, 3.12070], [0.87124, 3.15154, -1.29889], [-0.83245, 0.08693, -0.37198], [0.57190, -2.55147, -2.25438], [2.31599, -1.12789, -1.05560], [-3.01795, 0.60767, -0.38707], [-0.36575, 0.49505, 2.07734], [2.79204, -0.50287, 0.60140], [0.90143, 1.80542, 0.84704], [0.69209, -3.34280, -1.03253]]
}



No. 8
{
  "formula": "C5H14S3",
  "method": "ωB97M-V/def2-TZVPD",
  "de_lowest_kcal_mol": 5.1,
  "smiles": "CCSC.CSSC",
  "e_homo_ha": -0.293,
  "charge": 0,
  "lumo_energy_ev": 0.521,
  "symbols": ["S", "S", "S", "C", "C", "C", "C", "C", "H", "H", "H", "H", "H", "H", "H", "H", "H", "H", "H", "H", "H", "H"],
  "xyz": [[0.79132, 2.35267, -1.08103], [-1.76035, -3.31080, 0.63354], [1.28360, 2.33736, 0.94062], [-1.73315, -2.37702, -1.96543], [-0.57344, -2.98851, 1.95641], [1.48777, 0.54761, 1.07395], [0.87469, 4.13553, -1.31813], [-1.00337, -2.25360, -0.64277], [0.56048, 0.07230, 0.77018], [-1.04781, -1.23077, -0.26747], [0.43231, -3.27670, 1.65010], [1.69825, 0.33723, 2.11892], [-1.76835, -3.41635, -2.29327], [0.06307, 4.65916, -0.82106], [0.03928, -2.56527, -0.73345], [0.79520, 4.30345, -2.38936], [2.31385, 0.19843, 0.45761], [1.84425, 4.50533, -0.98052], [-1.23235, -1.80084, -2.74202], [-0.59981, -1.94268, 2.24871], [-0.87278, -3.60518, 2.79979], [-2.75625, -2.00668, -1.88684]]
}